2 unconnected molecules or ions with the total composition C4H5O3S, computed with wB97M-V/def2-TZVPD.

```
! wB97M-V def2-TZVPD RIJCOSX def2/J DEFGRID3
* xyz -1 1
C 1.65 0.27 -0.36
C 2.42 1.64 -0.52
C -2.44 0.19 0.51
C -2.22 -1.05 0.12
O 2.35 2.12 -1.59
O 2.76 1.99 0.60
O 1.60 -2.21 0.61
S 2.21 -0.84 0.71
H -2.89 0.18 1.49
H -2.28 0.95 -0.27
H 0.93 -0.02 -1.11
H -2.34 -1.91 0.71
H -1.75 -1.33 -0.90
*
```

As for the LUMO energy: 3.6 eV.

2 unconnected molecules or ions with the total composition C6H8N2O, computed with wB97M-V/def2-TZVPD.

```
! wB97M-V def2-TZVPD RIJCOSX def2/J DEFGRID3
* xyz 0 1
C -0.04 -0.79 -0.62
C 0.38 0.19 0.32
C 1.10 0.07 1.67
C 1.31 -1.34 2.22
C -0.38 1.33 0.03
C -1.06 -0.23 -1.62
H 0.58 -2.76 -0.22
H -0.43 -2.72 -1.63
H 1.40 1.47 1.91
H 1.49 -2.49 1.97
H 1.66 -1.19 3.25
H -1.77 1.65 -1.32
H -0.64 -0.61 -2.73
H -2.25 -0.48 -1.51
N 0.21 -2.10 -1.00
N -0.70 1.15 -1.40
O -0.56 2.30 0.63
*
```

As for the LUMO energy: 0.1 eV.

A molecular structure, C4H2BiLiO2, computed with wB97M-V/def2-TZVPD.

```
! wB97M-V def2-TZVPD RIJCOSX def2/J DEFGRID3
* xyz 1 2
H 0.60 2.54 -1.64
O 0.77 2.33 0.41
C 0.56 1.84 -0.79
C 0.27 0.52 -1.00
C 0.22 -0.71 -0.41
Li 0.42 0.79 1.43
O -0.81 -2.46 0.96
C -1.03 -1.27 0.47
Bi 1.08 -2.58 0.27
H -2.09 -0.98 0.30
*
```

As for the LUMO energy (alpha / beta): -6.5 / -6.2 eV.

11 unconnected molecules or ions with the total composition C25H72O19, computed with wB97M-V/def2-TZVPD.

```
! wB97M-V def2-TZVPD RIJCOSX def2/J DEFGRID3
* xyz 0 1
C -0.02 2.52 5.92
C 0.34 2.74 4.43
C 1.79 2.18 4.24
O -0.55 2.05 3.54
H -1.04 2.48 6.12
H 0.47 3.13 6.67
H 0.31 1.49 6.12
H 0.24 3.82 4.25
H 1.80 1.15 4.64
H 2.62 2.74 4.69
H 2.02 2.03 3.17
H -0.58 1.07 3.71
C -5.36 1.64 0.09
C -5.37 0.11 -0.03
C -6.75 -0.58 0.04
O -4.79 -0.14 -1.36
H -4.29 1.96 0.24
H -5.85 2.00 0.97
H -5.92 2.00 -0.79
H -4.75 -0.34 0.77
H -7.40 -0.28 -0.75
H -7.33 -0.43 0.96
H -6.58 -1.67 -0.14
H -4.35 -1.00 -1.36
C 5.69 -1.34 -1.72
C 6.01 -0.22 -0.73
C 5.64 1.15 -1.28
O 5.25 -0.45 0.49
H 4.62 -1.35 -2.03
H 5.88 -2.31 -1.20
H 6.16 -1.18 -2.77
H 7.04 -0.23 -0.49
H 4.59 1.26 -1.32
H 5.97 1.32 -2.37
H 6.04 1.96 -0.76
H 4.28 -0.34 0.20
C 1.26 -0.87 -2.98
C 1.66 -1.94 -3.96
O 0.76 -2.18 -5.01
O 1.42 0.47 -3.49
H 1.98 -0.98 -2.17
H 0.26 -1.06 -2.56
H 1.72 -2.84 -3.39
H 2.63 -1.63 -4.38
H 0.36 -1.38 -5.31
H 0.74 0.63 -4.18
C -2.48 0.77 -3.04
C -1.71 1.38 -4.19
O -1.33 0.34 -5.18
O -3.56 0.06 -3.68
H -2.78 1.55 -2.36
H -1.85 0.00 -2.50
H -0.77 1.76 -3.85
H -2.26 2.19 -4.63
H -2.15 0.05 -5.57
H -4.36 0.29 -3.24
C -3.07 0.82 3.11
C -2.47 -0.58 3.18
O -1.15 -0.47 3.69
O -2.71 1.48 1.94
H -2.76 1.46 3.94
H -4.19 0.83 3.00
H -2.64 -0.95 2.17
H -3.06 -1.10 3.86
H -0.68 -1.32 3.42
H -1.94 2.09 2.02
C -0.10 -3.34 0.64
C 0.20 -3.56 2.05
O 0.47 -2.39 2.79
O 0.95 -2.56 0.20
H -1.08 -2.80 0.60
H -0.24 -4.23 0.00
H 1.00 -4.28 2.19
H -0.71 -4.02 2.50
H 1.47 -2.30 2.83
H 0.57 -1.98 -0.49
C -0.94 4.84 -1.57
C 0.26 5.73 -1.62
O 1.42 5.05 -1.18
O -0.93 3.95 -2.69
H -1.88 5.33 -1.67
H -1.12 4.37 -0.58
H 0.25 6.63 -1.07
H 0.32 6.04 -2.64
H 1.70 4.54 -1.97
H -0.53 3.12 -2.35
C 3.79 -1.44 3.67
C 5.24 -1.80 3.83
O 5.84 -2.17 2.62
O 3.12 -2.56 3.16
H 3.68 -0.56 3.03
H 3.35 -1.25 4.65
H 5.31 -2.68 4.49
H 5.82 -1.01 4.26
H 5.77 -1.45 1.92
H 3.74 -2.97 2.51
C -2.67 -2.99 -2.58
C -2.30 -4.41 -2.80
O -3.44 -5.08 -3.39
O -3.68 -2.86 -1.62
H -2.92 -2.44 -3.49
H -1.81 -2.32 -2.29
H -2.04 -4.95 -1.91
H -1.46 -4.44 -3.51
H -3.65 -4.51 -4.12
H -4.33 -3.54 -1.83
C 1.71 1.07 0.62
C 0.34 1.24 0.01
O 0.25 1.70 -1.41
O 2.29 -0.11 0.13
H 1.64 1.08 1.74
H 2.40 1.88 0.40
H -0.31 1.95 0.56
H -0.17 0.27 0.06
H 0.87 1.28 -2.04
H 1.84 -0.87 0.53
*
```

As for the LUMO energy: 0.5 eV. The structure (SMILES) is CC(C)O.CC(C)O.CC(C)O.OCCO.OCCO.OCCO.OCCO.OCCO.OCCO.OCCO.OCCO.

ΔE to the lowest compared entry with this formula, charge and spin, respectively: 58.2, 148.6, 29.2, 10.9 kcal per mole.